{"formula": "C64H63F13N3OS2", "method": "wB97M-V/def2-TZVPD", "homo_lumo_gap_ev": 6.637, "homo_energy_ev": -9.89, "total_charge": 1, "elements": ["F", "C", "F", "F", "C", "F", "F", "C", "C", "C", "C", "C", "O", "C", "C", "C", "C", "C", "S", "C", "S", "N", "C", "C", "N", "C", "N", "H", "H", "H", "H", "H", "H", "H", "H", "H", "H", "H", "H", "H", "H", "H", "H", "H", "H", "H", "H", "H", "H", "H", "F", "C", "C", "C", "C", "C", "C", "H", "H", "H", "H", "H", "F", "C", "C", "C", "C", "C", "C", "H", "H", "H", "H", "H", "F", "C", "C", "C", "C", "C", "C", "H", "H", "H", "H", "H", "F", "C", "C", "C", "C", "C", "C", "H", "H", "H", "H", "H", "F", "C", "C", "C", "C", "C", "C", "H", "H", "H", "H", "H", "F", "C", "C", "C", "C", "C", "C", "H", "H", "H", "H", "H", "F", "C", "C", "C", "C", "C", "C", "H", "H", "H", "H", "H", "F", "C", "C", "C", "C", "C", "C", "H", "H", "H", "H", "H"], "xyz": [[0.82041, -0.70441, -1.48665], [0.58305, 0.42121, -2.15612], [-0.50528, 0.99219, -1.61730], [1.61786, 1.24789, -2.02956], [0.33180, 0.11314, -3.64962], [-0.78881, -0.62968, -3.71606], [1.36939, -0.64093, -4.07634], [0.25058, 1.37644, -4.49627], [-0.74086, 1.29549, -5.66524], [-1.58725, 2.55080, -5.87819], [-2.19118, 3.16183, -4.61669], [-2.82132, 2.17508, -3.66238], [-3.18703, 2.79858, -2.43416], [-3.56779, 4.15057, -2.60792], [-4.29230, 4.35571, -3.91180], [-4.88096, 5.74149, -4.10501], [-6.01899, 6.13618, -3.14606], [-6.84192, 4.99972, -2.57861], [-7.78371, 4.13840, -3.87333], [-7.72726, 2.43975, -3.38024], [-6.48014, 1.75265, -2.64119], [-8.90222, 1.75416, -3.72242], [-9.77591, 1.14564, -2.85177], [-10.75617, 0.66098, -3.64582], [-10.51610, 0.93786, -4.94819], [-9.40083, 1.60361, -4.98386], [-3.22119, 4.19377, -4.99234], [0.07479, 2.21626, -3.83035], [1.24294, 1.52706, -4.89634], [-0.15366, 1.17177, -6.56551], [-1.40008, 0.43643, -5.62085], [-1.03081, 3.32648, -6.39857], [-2.41095, 2.28890, -6.54304], [-1.39994, 3.68983, -4.09750], [-2.17048, 1.34965, -3.42059], [-3.72609, 1.73498, -4.08963], [-4.16724, 4.41674, -1.74851], [-2.68210, 4.79076, -2.57114], [-5.03642, 3.59761, -4.12339], [-5.20524, 5.82878, -5.14076], [-4.05501, 6.43221, -3.98180], [-5.60588, 6.72580, -2.33369], [-6.68251, 6.79496, -3.69334], [-6.28137, 4.27653, -1.99916], [-7.57866, 5.42238, -1.90592], [-9.63780, 1.11729, -1.79379], [-11.61506, 0.14100, -3.27211], [-8.91075, 1.99358, -5.85214], [-3.69973, 3.95489, -5.85899], [-2.76030, 5.10424, -5.08332], [-2.11376, 7.07956, -4.82036], [-2.29061, 7.92922, -5.88016], [-2.30906, 9.28505, -5.64381], [-2.48770, 10.14246, -6.71926], [-2.65096, 9.63235, -8.00045], [-2.63149, 8.26166, -8.21164], [-2.44515, 7.39738, -7.14240], [-2.18524, 9.66090, -4.63672], [-2.49852, 11.21083, -6.55579], [-2.79198, 10.30506, -8.83480], [-2.75962, 7.86340, -9.20853], [-2.41502, 6.32372, -7.29005], [4.10061, 7.46134, -0.43667], [3.30949, 6.39709, -0.63853], [3.67773, 5.45652, -1.58005], [2.85948, 4.35502, -1.77996], [1.68664, 4.21386, -1.04991], [1.33283, 5.17312, -0.11048], [2.15040, 6.27298, 0.10351], [4.59275, 5.58901, -2.14159], [3.13878, 3.60354, -2.50741], [1.05074, 3.35681, -1.20872], [0.42019, 5.06367, 0.46005], [1.89926, 7.02786, 0.83685], [-3.94606, -0.89144, -3.54310], [-4.03435, -2.21544, -3.23810], [-2.87979, -2.96588, -3.18645], [-2.97127, -4.31250, -2.86470], [-4.20996, -4.88452, -2.61166], [-5.35961, -4.10864, -2.67532], [-5.27583, -2.75884, -2.98690], [-1.92916, -2.50290, -3.39409], [-2.07502, -4.91581, -2.81290], [-4.27807, -5.93414, -2.36673], [-6.32567, -4.55450, -2.48250], [-6.15877, -2.13422, -3.03316], [-3.30514, -7.80105, -3.63007], [-2.45884, -8.58095, -2.92317], [-1.10765, -8.51938, -3.19642], [-0.24064, -9.31776, -2.46484], [-0.73368, -10.16586, -1.48292], [-2.09712, -10.21367, -1.22778], [-2.97074, -9.41312, -1.94897], [-0.74544, -7.85700, -3.97175], [0.82177, -9.27791, -2.66303], [-0.05492, -10.78967, -0.91733], [-2.48322, -10.87688, -0.46589], [-4.03624, -9.43095, -1.76164], [6.88413, 2.21433, 4.27020], [6.07645, 2.50799, 3.23121], [5.99093, 1.61938, 2.17926], [5.15377, 1.92277, 1.11549], [4.42485, 3.10474, 1.11357], [4.53061, 3.98525, 2.18238], [5.35891, 3.68667, 3.25406], [6.57185, 0.70680, 2.19817], [5.07073, 1.23298, 0.28596], [3.77632, 3.33776, 0.28179], [3.96665, 4.90821, 2.18168], [5.45034, 4.35533, 4.09972], [3.57051, -1.60311, 8.18449], [4.85851, -1.28164, 7.92542], [5.12668, -0.26620, 7.03064], [6.44858, 0.06437, 6.76865], [7.47647, -0.62777, 7.39585], [7.18381, -1.64861, 8.28987], [5.86473, -1.97857, 8.56281], [4.30987, 0.25520, 6.54866], [6.67493, 0.86043, 6.07654], [8.50618, -0.37011, 7.18702], [7.98251, -2.19175, 8.77650], [5.61814, -2.76722, 9.26199], [3.36109, -6.90918, 11.34494], [3.31028, -6.61311, 10.03147], [3.14480, -7.63643, 9.11942], [3.09282, -7.32836, 7.76819], [3.21956, -6.01166, 7.34729], [3.39155, -4.99855, 8.28043], [3.43056, -5.29726, 9.63414], [3.06040, -8.65761, 9.46760], [2.95801, -8.11937, 7.04292], [3.18687, -5.77578, 6.29205], [3.49684, -3.97356, 7.95536], [3.55610, -4.52106, 10.37808], [7.80981, -5.51060, 9.59568], [7.82360, -6.81525, 9.94359], [9.03618, -7.46142, 10.07261], [9.04446, -8.80081, 10.43432], [7.84937, -9.47281, 10.65277], [6.64163, -8.80271, 10.51328], [6.62471, -7.46232, 10.15999], [9.95584, -6.92088, 9.89187], [9.98648, -9.32027, 10.54607], [7.86040, -10.51786, 10.93218], [5.70833, -9.32411, 10.68026], [5.69598, -6.92177, 10.05350]], "atomic_forces_ev_per_a": [[0.14, 0.22, -0.05], [-0.36, -0.76, 0.04], [0.13, 0.23, -0.09], [0.14, 0.00, 0.08], [0.51, 0.57, 0.08], [-0.18, -0.17, 0.01], [-0.01, -0.33, -0.04], [-0.18, -0.12, -0.03], [0.12, 0.38, -0.14], [-0.52, 0.10, -0.03], [0.55, -0.62, -0.24], [-0.78, 0.08, 0.35], [0.33, 0.07, -0.14], [0.10, -0.50, 0.33], [0.05, 0.59, -0.33], [0.05, -0.08, 0.18], [0.38, -0.22, -0.39], [-0.17, 0.03, 0.07], [-0.40, 0.02, -0.10], [0.12, 0.44, 0.00], [0.17, -0.41, 0.49], [0.79, 0.41, 0.02], [0.15, -0.11, -0.08], [-0.30, -0.19, 0.81], [-0.19, -0.05, -1.06], [-0.56, -0.11, 0.26], [-0.18, 0.06, 0.62], [-0.20, 0.11, 0.05], [0.32, 0.08, 0.05], [0.00, -0.18, -0.29], [-0.02, -0.15, 0.31], [0.23, 0.13, -0.03], [-0.09, -0.15, -0.17], [0.00, 0.28, 0.23], [0.23, -0.07, 0.02], [-0.03, -0.14, -0.32], [-0.27, 0.05, 0.08], [0.09, 0.27, -0.08], [-0.06, -0.29, 0.29], [-0.14, -0.02, -0.14], [0.00, 0.38, 0.01], [-0.02, 0.00, 0.26], [-0.13, 0.28, -0.03], [0.19, -0.19, -0.14], [-0.23, 0.04, 0.11], [0.20, 0.07, 0.26], [-0.31, -0.18, -0.28], [0.16, 0.08, -0.22], [0.22, 0.02, -0.20], [-0.03, 0.06, -0.29], [0.12, -0.20, -0.04], [-0.04, 0.28, -0.32], [0.02, 0.06, 0.30], [-0.02, -0.10, -0.11], [0.00, 0.04, -0.01], [-0.01, 0.08, 0.02], [-0.02, -0.26, 0.10], [0.02, -0.02, -0.01], [0.00, 0.01, 0.03], [0.00, 0.00, -0.01], [0.02, -0.02, 0.00], [0.03, 0.02, -0.04], [0.02, 0.03, 0.01], [-0.11, -0.17, -0.02], [0.15, 0.01, -0.15], [-0.19, 0.11, -0.07], [-0.11, 0.07, -0.09], [0.08, -0.01, -0.09], [-0.06, 0.11, 0.13], [0.02, 0.01, 0.04], [0.04, 0.00, 0.01], [-0.03, -0.03, 0.06], [0.01, 0.00, 0.04], [0.03, 0.02, -0.01], [0.03, 0.08, -0.05], [-0.06, -0.26, 0.09], [0.15, 0.05, -0.03], [-0.17, 0.01, 0.00], [-0.04, -0.03, 0.05], [0.15, 0.00, -0.01], [-0.19, 0.16, -0.02], [0.05, -0.01, 0.01], [0.01, 0.00, -0.02], [-0.01, -0.01, -0.02], [-0.02, 0.01, 0.01], [0.02, 0.01, -0.01], [-0.01, 0.00, -0.03], [0.15, -0.14, 0.11], [0.08, 0.14, -0.13], [-0.09, -0.05, 0.07], [0.04, -0.03, 0.03], [0.09, 0.05, -0.05], [-0.20, 0.00, 0.04], [-0.03, 0.00, 0.00], [0.00, 0.00, -0.02], [0.00, 0.00, 0.00], [-0.02, 0.01, 0.01], [0.00, 0.00, -0.03], [0.04, 0.05, -0.03], [-0.14, 0.04, -0.17], [0.10, -0.19, -0.02], [-0.03, 0.13, 0.07], [0.00, -0.04, 0.01], [0.04, -0.12, -0.04], [0.00, 0.14, 0.15], [0.00, 0.01, 0.03], [0.02, -0.02, 0.00], [0.03, -0.01, 0.09], [-0.01, 0.01, 0.02], [0.03, -0.02, 0.00], [-0.02, 0.01, 0.01], [0.25, 0.07, -0.03], [-0.15, 0.10, -0.10], [0.04, -0.14, 0.13], [0.03, 0.01, -0.01], [0.00, 0.10, -0.09], [-0.09, -0.18, 0.15], [-0.01, -0.01, 0.03], [-0.01, 0.02, -0.03], [0.00, 0.00, 0.00], [-0.02, -0.02, 0.02], [-0.01, -0.01, -0.02], [0.02, -0.02, 0.03], [-0.19, 0.04, -0.24], [-0.05, -0.21, 0.08], [0.05, 0.12, 0.01], [0.01, -0.02, -0.04], [0.00, -0.12, -0.08], [0.04, 0.18, 0.17], [-0.02, 0.02, 0.03], [0.01, -0.02, 0.01], [0.00, 0.01, 0.00], [-0.04, 0.02, 0.02], [0.00, -0.02, 0.01], [0.00, 0.03, 0.00], [0.01, -0.22, 0.06], [0.18, 0.10, -0.03], [-0.13, 0.00, 0.00], [0.01, -0.06, 0.01], [0.13, -0.02, -0.01], [-0.12, 0.12, -0.01], [-0.02, 0.02, 0.01], [0.02, 0.01, -0.01], [0.00, 0.00, 0.00], [-0.02, 0.02, 0.02], [0.08, 0.03, -0.05]]}